Record 1
134
Properties=species:S:1:pos:R:3:forces:R:3:mulliken_charge:R:1 method="wB97M-V/def2-TZVPD" homo_energy_ev=-9.981 homo_lumo_gap_ev=8.302 fmax_ev_per_a=1.580 smiles="O=C1C=CC(=O)C=C1.O=C1C=CC(=O)C=C1.O=C1C=CC(=O)C=C1.CCOS(C)(=O)=O.CCOS(C)(=O)=O.CCOS(C)(=O)=O.CCOS(C)(=O)=O.CCOS(C)(=O)=O.CCOS(C)(=O)=O.BrCCBr" lumo_ha=-0.0617
O 3.117067 1.479654 -2.856670 0.0 -0.1 -0.2 -0.357
C 3.050784 0.829927 -1.839401 0.0 -0.9 1.3 -0.080
C 2.178230 1.182201 -0.677510 -0.5 0.6 -0.4 -0.843
C 2.268569 0.609060 0.510764 -0.7 -0.8 0.6 -0.219
C 3.148768 -0.548543 0.791869 0.4 0.9 -0.9 -0.610
O 3.320266 -0.998360 1.898273 -0.1 -0.3 0.5 -0.502
C 3.851925 -1.062743 -0.407690 0.8 0.0 0.4 0.579
C 3.839928 -0.426874 -1.576325 -0.3 -0.3 -0.7 0.414
H 1.363597 1.888419 -0.785458 0.3 0.3 -0.5 0.516
H 1.525797 0.837331 1.270685 0.3 0.2 0.1 0.752
H 4.537895 -1.890160 -0.240177 -0.3 -0.2 -0.1 0.330
H 4.334574 -0.932007 -2.400923 0.2 0.5 -0.1 0.031
O 6.391245 4.063984 5.479639 0.2 0.1 0.2 -0.539
C 5.312537 3.622910 5.175518 -0.7 -0.5 -0.4 -0.038
C 4.307827 4.421169 4.422467 0.4 0.8 0.1 -0.390
C 3.186165 3.917473 3.934278 0.0 -0.7 -0.4 -0.493
C 2.841520 2.473642 4.119932 -0.1 0.6 0.3 0.413
O 1.810451 2.029406 3.666906 0.1 -0.3 -0.1 -0.506
C 3.804876 1.675885 4.919752 0.2 -0.3 -0.3 0.114
C 4.921765 2.206756 5.406369 0.2 -0.2 0.3 -0.303
H 4.565540 5.460096 4.239379 0.1 -0.1 0.1 0.391
H 2.544819 4.485772 3.273395 -0.2 0.0 0.2 0.458
H 3.685013 0.606899 5.054581 -0.6 0.0 -0.1 0.339
H 5.586567 1.546943 5.956338 0.2 0.3 0.0 0.490
O 0.876077 -1.499146 -2.148830 -0.1 -0.4 -0.3 -0.197
C -0.278765 -1.530821 -1.780627 -0.3 0.6 1.1 0.240
C -0.960127 -0.250505 -1.398330 0.1 -0.2 -1.1 -0.321
C -2.074011 -0.229049 -0.684200 -0.2 0.3 0.4 -0.440
C -2.690213 -1.485450 -0.176402 0.6 0.1 -0.7 -0.082
O -3.554833 -1.492876 0.659330 -0.4 0.0 0.3 -0.566
C -2.192283 -2.738107 -0.820007 -0.2 0.3 0.3 -0.352
C -1.077445 -2.762631 -1.547817 -0.1 -0.6 -0.3 -0.306
H -0.540795 0.628420 -1.879061 0.1 0.2 0.4 0.486
H -2.569188 0.703464 -0.435793 0.0 -0.1 0.1 0.517
H -2.809884 -3.611823 -0.645823 0.2 -0.1 0.0 0.463
H -0.777099 -3.701541 -2.001887 0.4 0.2 0.0 0.527
C -0.980220 2.223206 -6.546463 0.2 0.3 0.5 -1.020
C -0.499394 3.395084 -5.707894 -0.9 0.1 -0.4 -0.458
O -0.377453 2.915077 -4.347980 0.3 -0.1 0.3 -0.118
S -0.117791 4.011405 -3.219053 0.8 0.2 -1.0 1.204
C 1.534628 4.524508 -3.615448 0.1 -0.6 0.8 -1.157
O -1.029596 5.083463 -3.421533 -0.3 0.4 0.1 -0.711
O -0.060426 3.321923 -1.978648 -0.3 -0.6 0.4 -0.554
H -0.216592 1.447190 -6.525086 -0.1 -0.1 -0.3 0.098
H -1.177698 2.556186 -7.563068 0.1 -0.1 -0.1 0.445
H -1.904419 1.829625 -6.126807 0.0 0.0 0.0 0.269
H 0.435585 3.804681 -6.096701 0.2 -0.2 0.3 0.305
H -1.234427 4.201507 -5.700390 0.0 0.0 0.0 0.462
H 1.944969 4.913821 -2.682190 -0.1 0.4 -0.2 0.562
H 1.559310 5.233186 -4.432462 0.0 0.0 -0.1 0.487
H 2.093715 3.601795 -3.780288 0.0 0.1 -0.3 0.156
C 7.983388 -5.264078 4.794471 0.1 0.0 -0.1 -1.246
C 7.592791 -3.830904 4.490349 0.7 -0.3 0.6 -0.162
O 7.399434 -3.679122 3.070975 -0.4 -0.1 0.2 -0.285
S 5.994536 -3.095665 2.613862 1.0 0.3 -0.7 1.328
C 6.208528 -1.403021 3.098695 -0.1 0.1 0.3 -0.802
O 6.062428 -3.142868 1.186807 -0.2 -0.1 -0.2 -0.606
O 4.954121 -3.761000 3.313282 -0.5 0.0 0.3 -0.683
H 8.025024 -5.416696 5.873835 -0.1 0.0 0.0 0.375
H 8.970450 -5.496617 4.393233 0.0 0.0 -0.1 0.309
H 7.269478 -5.959876 4.356459 -0.1 0.0 0.1 0.305
H 6.728259 -3.552476 5.095189 -0.2 0.1 -0.4 0.279
H 8.414105 -3.162381 4.761868 -0.1 0.0 0.0 0.303
H 7.272370 -1.243909 3.252315 0.0 0.0 -0.2 0.514
H 5.687744 -1.208903 4.029066 -0.2 0.0 0.1 0.112
H 5.834788 -0.764722 2.305335 -0.1 -0.1 0.0 0.251
C -1.769189 -1.466634 -4.804741 0.4 0.6 -1.0 -1.022
C -0.641560 -2.234384 -5.493212 -1.2 -0.1 0.2 0.446
O -0.014052 -1.400951 -6.488532 0.2 0.3 0.1 -0.439
S 1.575615 -1.409984 -6.521691 -0.6 0.0 1.1 1.167
C 1.910860 -0.459762 -5.068524 0.4 0.0 -0.7 0.211
O 1.991929 -2.747751 -6.271084 0.5 -0.7 -0.2 -0.497
O 1.935257 -0.718185 -7.700923 0.3 0.4 -0.6 -0.691
H -2.471422 -1.127202 -5.572054 -0.2 -0.3 0.1 0.492
H -1.432975 -0.518868 -4.371850 0.2 -0.3 0.4 -0.044
H -2.252620 -2.120662 -4.084301 -0.1 0.1 0.1 0.363
H 0.040930 -2.639595 -4.747095 0.3 0.0 -0.3 -0.200
H -1.101661 -3.044995 -6.058995 0.2 -0.2 0.2 0.348
H 2.981898 -0.410386 -4.882355 0.0 -0.3 -0.1 0.371
H 1.418244 -0.995123 -4.263862 0.0 0.4 0.3 -0.430
H 1.580030 0.554913 -5.276261 -0.3 0.0 0.4 -0.024
C 3.507133 -4.888041 0.009603 0.0 -0.3 0.7 -0.468
C 2.283066 -5.263783 -0.800012 0.5 0.2 0.6 0.008
O 2.761814 -5.727762 -2.091064 -0.6 -0.4 -0.3 -0.400
S 2.456051 -4.788608 -3.327589 0.1 0.0 0.4 1.022
C 2.835446 -5.901894 -4.618376 0.2 -0.1 0.0 -1.143
O 1.056918 -4.493010 -3.356228 -0.3 0.2 -0.1 -0.595
O 3.402092 -3.716984 -3.270906 0.0 0.3 -0.3 -0.078
H 4.281968 -4.454035 -0.614545 -0.1 0.2 0.0 -0.144
H 3.910572 -5.778299 0.496507 0.2 0.0 -0.3 0.428
H 3.289037 -4.225023 0.849518 -0.1 0.2 -0.2 0.157
H 1.761899 -6.086696 -0.314230 -0.1 -0.1 -0.3 0.386
H 1.574757 -4.442267 -0.896851 0.1 0.1 -0.3 -0.176
H 3.825442 -6.310760 -4.428235 0.0 0.0 -0.1 0.352
H 2.818159 -5.336945 -5.547961 0.0 0.1 0.0 0.331
H 2.078008 -6.679444 -4.620139 0.0 0.0 0.0 0.373
C 6.802514 1.637703 -3.193790 -0.7 -0.1 -0.2 -0.936
C 5.876424 2.821725 -3.063442 0.6 -0.3 0.6 0.007
O 6.671140 4.038156 -3.104857 0.0 0.0 -0.2 -0.370
S 5.905421 5.386971 -2.812517 -0.3 -0.5 -0.3 1.216
C 5.198061 5.712182 -4.391468 -0.3 -0.2 0.1 -0.780
O 4.841102 5.135876 -1.893151 -0.3 -0.1 0.2 -0.589
O 6.888918 6.355664 -2.513914 0.6 0.5 0.1 -0.658
H 7.363568 1.688543 -4.124591 0.2 -0.1 0.1 0.341
H 6.136714 0.774152 -3.254278 0.2 -0.1 -0.1 0.049
H 7.433707 1.482917 -2.323411 0.2 0.2 -0.1 0.395
H 5.140933 2.773793 -3.865952 -0.1 0.4 0.0 0.141
H 5.399558 2.814502 -2.086257 -0.3 -0.1 -0.2 0.275
H 4.557096 4.869443 -4.645099 0.0 0.0 0.0 0.166
H 5.994735 5.808489 -5.121170 0.0 0.2 0.0 0.334
H 4.575936 6.597918 -4.289582 0.2 0.1 -0.1 0.369
C 0.006906 -0.708847 4.964794 -0.1 0.5 0.5 -1.223
C 1.323922 -1.288586 5.437005 -0.3 -0.5 -1.1 -0.038
O 1.744200 -0.555937 6.606797 0.0 0.0 0.3 -0.253
S 2.844216 -1.298148 7.479744 -0.3 -0.1 -0.7 1.086
C 3.165271 -0.006036 8.616411 0.4 0.4 -1.0 -0.811
O 2.255770 -2.421710 8.132438 0.0 -0.1 0.2 -0.633
O 3.976334 -1.510603 6.626133 0.5 0.0 0.1 -0.513
H -0.621331 -0.494088 5.833361 0.0 -0.1 0.0 0.364
H -0.548351 -1.402093 4.336490 0.2 -0.1 -0.1 0.393
H 0.149435 0.239400 4.447152 0.1 -0.1 -0.1 0.163
H 1.217167 -2.359192 5.629146 0.0 0.1 0.5 0.499
H 2.091560 -1.224883 4.662562 0.1 0.3 0.1 0.136
H 2.234323 0.257795 9.101488 0.2 -0.1 0.5 0.338
H 3.510493 0.831661 8.006777 -0.2 0.0 0.0 0.182
H 4.032771 -0.325167 9.186737 -0.4 -0.1 0.6 0.382
Br 7.756705 -5.588823 -3.008461 0.2 -0.2 0.3 -0.154
C 6.509898 -4.205270 -2.463095 0.1 0.1 -1.0 0.081
C 6.529396 -3.112221 -3.516143 -0.4 0.9 1.0 0.084
Br 7.758843 -1.672908 -2.968148 0.3 -0.4 -0.3 -0.207
H 6.769117 -3.788008 -1.496559 0.0 -0.4 0.2 0.248
H 5.542078 -4.693830 -2.473587 -0.1 0.1 0.2 -0.271
H 5.601527 -2.552226 -3.456768 -0.3 -0.4 -0.3 -0.439
H 6.748651 -3.426335 -4.526391 0.1 0.0 0.0 0.650



Record 2
17
Properties=species:S:1:pos:R:3:forces:R:3:nbo_charge:R:1 method="wB97M-V/def2-TZVPD" homo_energy_ev=-8.120 homo_lumo_gap_ev=8.902 fmax_ev_per_a=2.033 smiles="CC1=NSC[C@@H](C)S1" lumo_ha=0.0288
C -2.839509 -0.990219 0.047892 -0.2 -0.3 -1.7 -0.657
C -1.642339 -0.095173 -0.073184 -0.7 0.9 0.8 0.103
N -1.884039 1.169064 -0.107248 1.5 -0.8 -0.1 -0.587
S -0.598120 2.305203 -0.168566 0.3 -0.2 0.2 0.395
C 0.905883 1.412716 0.398470 0.1 -0.2 1.1 -0.583
C 1.153581 0.131847 -0.434967 -0.6 0.2 1.0 -0.355
C 2.446196 -0.601076 -0.068155 0.5 0.5 0.5 -0.626
S -0.160027 -1.044284 -0.038427 -0.4 -0.1 0.0 0.242
H -3.705958 -0.434989 0.387681 0.0 0.1 0.1 0.240
H -2.667230 -1.851417 0.679634 0.1 -0.2 0.1 0.226
H -3.036743 -1.343117 -1.004807 -0.1 0.0 1.1 0.230
H 1.767624 2.073001 0.261596 -0.3 0.3 -0.3 0.238
H 0.892172 1.258846 1.551030 -0.2 -0.2 -2.0 0.231
H 1.018416 0.341806 -1.508119 0.6 0.1 0.4 0.234
H 3.306490 -0.006867 -0.419154 -0.2 -0.3 0.0 0.221
H 2.589555 -0.744498 1.045196 -0.5 0.2 -1.2 0.223
H 2.454050 -1.580851 -0.548877 0.2 0.0 0.0 0.225